Entry 1:
A 2-piece molecular cluster, C3H3NO overall at a distorted geometry, computed with ωB97M-V/def2-TZVPD.

Computed properties:
Maximum force, eV/Å: 3.32
Orbital gap (alpha / beta), eV: 8.56 / 8.56
E_LUMO (alpha / beta), eV: 0.2 / 0.2

```
8
Properties=species:S:1:pos:R:3:nbo_charge:R:1
O 1.097 -0.537 0.987 -0.414
N -0.995 -1.659 -0.261 -0.361
C 0.579 0.464 -0.232 -0.122
C -1.116 -0.654 -0.831 0.023
C 0.596 0.608 1.118 0.224
H 1.304 0.671 -1.068 0.242
H -1.502 -0.042 -1.580 0.208
H 0.037 1.149 1.868 0.201
```



Entry 2:
One molecule with the formula C3H3NO, computed with ωB97M-V/def2-TZVPD.

Computed properties:
Maximum force, eV/Å: 0.83
Orbital gap, eV: 10.49
E_LUMO, eV: 0.9

```
8
Properties=species:S:1:pos:R:3:nbo_charge:R:1
O -0.081 -2.070 -1.533 -0.482
N -1.120 -0.653 0.085 -0.580
C -0.578 -1.364 -0.748 0.894
C 0.670 0.949 0.100 -0.443
C -0.362 0.373 0.709 -0.012
H 0.892 0.688 -0.933 0.197
H 1.321 1.656 0.596 0.216
H -0.693 0.618 1.714 0.209
```



Entry 3:
One molecule with the formula C3H3NO at a distorted geometry, computed with ωB97M-V/def2-TZVPD.

Computed properties:
Maximum force, eV/Å: 4.16
Orbital gap (alpha / beta), eV: 7.19 / 8.96
Multiplicity: 3
⟨S²⟩: 2.01
E_LUMO (alpha / beta), eV: 0.8 / -2.4

```
8
Properties=species:S:1:pos:R:3:nbo_charge:R:1
O 2.098 -1.101 1.254 -0.397
N -0.246 -1.577 0.524 -0.342
C -0.653 0.789 -0.585 -0.663
C -0.072 -0.366 0.032 0.058
C 1.009 -0.953 0.761 0.617
H -0.173 1.628 0.017 0.247
H -1.652 0.805 -0.364 0.241
H -0.312 0.774 -1.639 0.240
```



Electronic energy
In order: -6690.9468 -6696.2590 -6691.6595
Unit: eV